Model P:
ORCA calculation (ωB97M-V/def2-TZVPD) on a 2-piece molecular cluster, C5H8N2O3 overall.

Geometry as XYZ:
```
18
Properties=species:S:1:pos:R:3:mulliken_charge:R:1
O 3.597 -0.268 1.972 -0.546
C 2.463 0.143 1.262 0.045
C 2.749 0.151 -0.240 0.061
C 2.977 -1.100 -1.002 -0.572
N 1.811 -0.264 -1.272 -0.671
C 1.257 -0.707 1.653 0.396
O 1.356 -1.845 2.028 -0.474
C -0.097 -0.088 1.506 0.296
N -1.162 -0.045 0.963 -0.628
H 3.807 -1.183 1.743 0.385
H 2.250 1.177 1.577 0.472
H 3.340 1.029 -0.512 0.390
H 3.743 -1.115 -1.779 0.281
H 2.818 -2.056 -0.494 0.227
H 0.955 -0.681 -0.916 0.316
O -0.861 1.691 2.680 -0.753
H -0.619 1.302 3.533 0.322
H -1.662 1.247 1.907 0.454
```

The value obtained for the HOMO-LUMO gap is 9.05 eV.

Model Q:
ORCA calculation (ωB97M-V/def2-TZVPD) on a 2-piece molecular cluster, C5H8N2O3 overall.

Geometry as XYZ:
```
18
Properties=species:S:1:pos:R:3:mulliken_charge:R:1
C -2.281 -1.365 -1.149 0.504
C -1.469 -0.411 -1.918 -0.613
C -0.293 0.060 -1.465 -0.194
C -0.341 -1.446 0.441 0.373
C 2.096 2.134 1.492 -0.586
H -2.047 -2.554 0.531 0.248
H -1.884 -0.024 -2.848 0.361
H 0.360 0.756 -1.954 0.425
H 1.181 -0.222 -0.063 0.462
H 1.062 0.524 1.223 0.264
H 1.866 3.193 1.620 0.227
H 2.666 1.806 2.376 0.269
H 2.741 2.025 0.612 0.256
N -1.555 -1.836 -0.039 -0.095
N 0.245 -0.417 -0.296 -0.218
O -3.385 -1.826 -1.396 -0.606
O 0.167 -1.851 1.478 -0.639
O 0.869 1.455 1.355 -0.438
```

The value obtained for the HOMO-LUMO gap is 10.06 eV.

Model R:
ORCA calculation (ωB97M-V/def2-TZVPD) on a 2-piece molecular cluster, C5H8N2O3 overall.

Geometry as XYZ:
```
18
Properties=species:S:1:pos:R:3:mulliken_charge:R:1
C 0.095 -0.618 0.160 0.476
C 0.334 0.842 0.069 0.218
C -0.693 1.642 -0.048 -0.306
C -2.339 -0.166 -0.097 0.250
C 3.590 0.687 0.038 -0.687
H -1.411 -2.019 -0.012 0.286
H 1.355 1.193 -0.342 -0.148
H -0.605 2.776 -0.151 0.309
H -2.848 1.742 -0.033 0.292
H 3.632 -0.822 -1.130 0.252
H 3.263 0.821 1.102 0.254
H 4.701 0.841 0.080 0.310
H 3.059 1.403 -0.610 0.316
N -1.253 -1.085 -0.203 -0.109
N -2.108 1.157 0.252 -0.178
O 1.065 -1.372 0.538 -0.551
O -3.440 -0.622 -0.201 -0.574
O 3.181 -0.601 -0.335 -0.410
```

The value obtained for the HOMO-LUMO gap is 10.20 eV.

Least stable structure: model P

Model P:
ORCA calculation (ωB97M-V/def2-TZVPD) on an isolated ion of composition C9H16N and charge +1.

Geometry as XYZ:
```
26
Properties=species:S:1:pos:R:3:mulliken_charge:R:1
C 0.725 0.710 -0.614 -0.348
C 0.162 1.729 -1.682 -0.344
C 1.326 -0.638 1.060 0.233
C 1.508 -0.495 -0.478 0.650
C -1.137 2.225 -1.410 -1.107
C 1.823 0.283 2.098 -1.497
C 1.554 -1.516 -1.559 -1.449
C -2.038 -0.551 1.140 -1.097
C -1.161 -1.028 -0.043 -0.314
N 0.171 -0.361 0.189 0.361
H 0.950 1.980 -2.290 0.502
H 1.114 -1.662 1.350 0.525
H -1.207 3.098 -0.770 0.323
H -1.820 1.559 -1.025 0.303
H -1.532 2.791 -2.393 0.305
H 1.752 1.371 1.678 0.277
H 2.876 0.196 2.298 0.382
H 1.208 0.203 2.910 0.436
H 2.647 -1.567 -2.047 0.336
H 0.932 -1.287 -2.447 0.399
H 1.404 -2.575 -1.383 0.422
H -2.533 0.379 1.110 0.348
H -2.745 -1.440 1.356 0.361
H -1.498 -0.627 2.104 0.293
H -1.774 -0.557 -0.901 0.217
H -1.080 -2.126 -0.065 0.482
```

The value obtained for the HOMO-LUMO gap is 9.08 eV. As for the charge: +1.

Model Q:
ORCA calculation (ωB97M-V/def2-TZVPD) on a 2-piece molecular cluster, C9H16N overall.

Geometry as XYZ:
```
26
Properties=species:S:1:pos:R:3:mulliken_charge:R:1
C 1.032 1.586 -1.661 -1.407
C -0.434 1.649 1.851 -0.811
C 0.404 0.760 2.569 -0.222
C -0.109 1.911 0.445 -0.220
C 0.959 1.316 -0.240 0.377
C 1.438 0.138 1.878 -0.393
C 1.684 0.357 0.537 -0.249
H -0.986 2.306 2.401 0.485
H 0.382 0.514 3.697 0.313
H -0.742 2.588 -0.111 0.417
H 2.144 -0.536 2.449 0.309
H 1.421 2.681 -1.923 0.308
H -0.012 1.654 -2.081 0.299
H 2.334 -0.398 0.129 0.395
H 1.675 0.986 -2.217 0.428
C -1.335 -2.565 -1.073 -0.323
C -1.094 -2.488 -2.515 -1.211
N -1.586 -1.278 -0.301 -0.110
H -1.977 -3.422 -0.803 0.451
H -0.388 -3.116 -0.669 0.278
H -1.462 -3.370 -3.051 0.324
H -0.044 -2.249 -2.860 0.329
H -1.038 -0.477 -0.690 0.041
H -2.566 -0.998 -0.469 0.415
H -1.443 -1.518 0.709 0.387
H -1.461 -1.680 -3.143 0.391
```

The value obtained for the HOMO-LUMO gap is 8.95 eV. As for the charge: +1.

Least stable structure: model P

Model P:
ORCA calculation (ωB97M-V/def2-TZVPD) on a 2-piece molecular cluster, C6H11NO overall.

Geometry as XYZ:
```
19
Properties=species:S:1:pos:R:3:mulliken_charge:R:1
C -0.832 1.407 0.087 -0.123
C -2.033 1.072 -0.779 -1.121
C 0.522 1.117 -0.686 -0.572
C 1.568 1.450 -1.199 0.006
H -0.820 2.479 0.303 0.350
H -0.931 0.939 1.071 0.140
H -1.928 1.484 -1.787 0.322
H -2.173 -0.011 -0.864 0.272
H -2.951 1.479 -0.342 0.332
H 2.569 1.717 -1.455 0.444
C 0.979 -1.270 1.707 -0.978
C 0.197 -1.605 0.470 0.573
N 0.931 -1.493 -0.730 -0.401
O -0.961 -1.991 0.457 -0.622
H 0.422 -1.773 -1.561 0.231
H 1.943 -1.443 -0.744 0.219
H 1.287 -2.198 2.197 0.321
H 1.867 -0.676 1.480 0.336
H 0.346 -0.683 2.376 0.271
```

The value obtained for the HOMO-LUMO gap is 9.97 eV.

Model Q:
ORCA calculation (ωB97M-V/def2-TZVPD) on one molecule with the formula C6H11NO.

Geometry as XYZ:
```
19
Properties=species:S:1:pos:R:3:mulliken_charge:R:1
C -0.099 -1.141 -0.851 0.625
C -0.068 -0.813 -2.310 -1.362
C 1.422 0.664 0.579 -1.191
C -0.219 0.062 1.157 0.274
C -0.849 1.236 1.842 -0.091
C -0.950 -0.512 0.033 -0.935
O 0.712 -2.168 -0.522 -0.468
N -1.608 2.109 1.345 -0.694
H 0.635 -2.326 0.427 0.401
H -1.766 1.981 0.345 0.251
H 0.127 -0.685 1.873 0.313
H -0.633 1.328 2.904 0.395
H -1.737 0.087 -0.406 0.346
H 0.952 -0.667 -2.664 0.333
H -0.663 0.066 -2.532 0.342
H -0.498 -1.668 -2.844 0.358
H 1.267 1.519 -0.080 0.297
H 2.107 -0.084 0.190 0.354
H 1.867 1.011 1.512 0.451
```

The value obtained for the HOMO-LUMO gap is 8.63 eV.

Model R:
ORCA calculation (ωB97M-V/def2-TZVPD) on a 2-piece molecular cluster, C6H11NO overall.

Geometry as XYZ:
```
19
Properties=species:S:1:pos:R:3:mulliken_charge:R:1
C -0.299 2.475 0.820 -0.715
C 0.874 2.217 1.471 -0.452
N 1.573 1.244 0.822 -0.023
C 0.814 0.850 -0.261 -0.077
C -0.333 1.600 -0.325 0.878
C -1.421 1.483 -1.363 -1.152
C 1.392 -0.090 -1.308 -1.256
H -0.980 3.258 1.110 0.389
H 1.272 2.802 2.289 0.375
H 2.365 0.815 1.231 0.202
H -2.372 1.489 -0.832 0.310
H -1.321 2.383 -1.979 0.258
H -1.254 0.629 -2.004 0.318
H 0.549 -0.661 -1.694 0.345
H 2.102 -0.786 -0.863 0.359
H 1.846 0.406 -2.169 0.241
H -2.289 -6.835 2.003 0.321
H -0.939 -6.992 1.435 0.319
O -1.579 -6.287 1.617 -0.640
```

The value obtained for the HOMO-LUMO gap is 8.77 eV.

Least stable structure: model Q